Formula: C24H27N3O2Pd
Source: OMol25
Level of theory: the ωB97M-V functional and the def2-TZVPD basis

Values from the calculation:
Charge: 0
Electronic energy, eV: -37372.8579

Last column: Mulliken charge in e.
Geometry (Å):
Pd -0.1383 1.2848 -0.0032  0.995
O -0.3588 -0.7206 0.0106  0.463
O -1.2484 5.1284 -0.1819  -0.754
N -2.1102 1.6796 -0.1666  0.010
N -0.0253 3.1943 -0.0617  -0.318
N 1.8737 1.4469 0.1731  0.218
C 0.6511 -4.0139 -1.1559  -1.057
C 2.3166 2.7134 0.1074  0.207
C -4.4296 1.2268 -0.2264  -1.142
C 0.3778 -4.0689 1.2051  -1.025
C 4.5735 1.9367 0.2514  -0.298
C 2.7319 0.4345 0.2832  -0.583
C -2.3612 2.9936 -0.1805  0.570
C -1.7194 -1.5810 2.6415  -1.444
C 0.6762 -4.7340 0.0269  -1.136
C 0.0199 -1.9881 0.0150  -0.090
C -3.6445 3.4824 -0.2210  -0.580
C 0.2884 -1.9646 -2.5408  0.456
C -3.1074 0.8071 -0.1897  -0.207
C 0.3352 -2.6581 -1.1898  0.823
C -0.2666 -2.0691 2.5623  0.445
C 3.6770 2.9817 0.1449  -0.851
C -4.7009 2.5806 -0.2420  -0.225
C 1.2832 3.8069 -0.0209  -0.628
C 4.0959 0.6387 0.3249  -1.311
C 0.0606 -2.7140 1.2272  0.750
C 1.3003 -0.8229 -2.6880  -1.208
C -1.1448 3.9104 -0.1435  -0.222
C -1.1194 -1.4776 -2.9044  -1.432
C 0.6942 -0.9425 2.9541  -1.170
H -1.8379 -0.6576 2.0727  0.107
H 1.4773 4.3905 -0.9259  0.390
H 4.7621 -0.2084 0.4101  0.468
H 0.9746 0.0542 -2.1318  0.045
H 0.5264 -0.6440 3.9933  0.508
H -5.7247 2.9316 -0.2659  0.421
H -2.0046 -1.3804 3.6785  0.464
H -1.1548 -1.1462 -3.9468  0.448
H -0.1425 -2.8564 3.3111  0.583
H 2.2868 -1.1212 -2.3250  0.261
H 0.5400 -0.0688 2.3257  0.008
H -3.7791 4.5563 -0.2340  0.526
H 2.2881 -0.5519 0.3375  0.918
H 0.5636 -2.7273 -3.2747  0.565
H 4.0145 4.0085 0.0897  0.491
H 5.6382 2.1318 0.2728  0.413
H 0.3910 -4.6152 2.1440  0.367
H 0.9185 -5.7896 0.0302  0.375
H 0.8817 -4.5167 -2.0908  0.365
H 1.3695 4.5033 0.8185  0.364
H 1.7346 -1.2647 2.8594  0.280
H 1.4001 -0.5348 -3.7388  0.528
H -2.4066 -2.3271 2.2373  0.347
H -5.2222 0.4922 -0.2383  0.431
H -1.4004 -0.6382 -2.2711  0.083
H -2.8201 -0.2367 -0.1750  0.631
H -1.8547 -2.2748 -2.7742  0.361